Entry 1:
{"formula": "C21H26N2O5S", "method": "ωB97M-V with the def2-TZVPD basis set", "symbols": ["C", "C", "C", "C", "C", "N", "C", "C", "C", "C", "C", "O", "O", "C", "C", "O", "N", "C", "C", "C", "C", "S", "O", "O", "C", "C", "C", "C", "C", "H", "H", "H", "H", "H", "H", "H", "H", "H", "H", "H", "H", "H", "H", "H", "H", "H", "H", "H", "H", "H", "H", "H", "H", "H", "H"], "coordinates": [[-7.15573, -2.63808, 0.36160], [-5.99471, -1.70486, 0.21181], [-4.77328, -2.15993, -0.27021], [-3.69309, -1.30622, -0.39052], [-3.82045, 0.02722, -0.02312], [-2.71857, 0.90418, -0.14289], [-2.65983, 1.98924, -0.99168], [-3.78475, 2.33752, -1.90062], [-1.44003, 2.57668, -0.83940], [-0.72943, 1.83578, 0.14678], [0.61036, 2.08231, 0.63000], [1.17808, 1.46129, 1.50307], [1.22094, 3.08551, -0.04987], [2.57464, 3.33272, 0.30060], [3.41235, 2.06923, 0.51848], [4.16815, 2.00164, 1.46510], [3.32215, 1.07568, -0.40752], [2.64759, 1.16798, -1.68257], [3.80010, -0.23518, 0.00533], [4.55362, -0.99612, -1.09701], [4.74566, -2.40893, -0.59696], [3.03667, -2.78401, -0.08590], [2.25099, -3.05771, -1.26149], [2.98693, -3.75293, 0.97293], [2.64517, -1.10897, 0.50417], [-1.55761, 0.79721, 0.55230], [-1.31731, -0.26602, 1.55928], [-5.03513, 0.49421, 0.46262], [-6.10920, -0.36782, 0.57505], [-8.09606, -2.11880, 0.19195], [-7.17502, -3.04528, 1.37299], [-7.07867, -3.46967, -0.33435], [-4.66594, -3.19520, -0.55855], [-2.75199, -1.66724, -0.77684], [-4.20637, 1.44055, -2.35283], [-3.42471, 2.99588, -2.68640], [-4.58352, 2.85157, -1.36538], [-1.07440, 3.44111, -1.35466], [2.98896, 3.94486, -0.50432], [2.62100, 3.89106, 1.24183], [2.08547, 2.09114, -1.76825], [1.95334, 0.33501, -1.81271], [3.38442, 1.14070, -2.49085], [4.48997, -0.04104, 0.83407], [3.95067, -1.04732, -2.00427], [5.49687, -0.49707, -1.32165], [5.06484, -3.10692, -1.36272], [5.37815, -2.47621, 0.28248], [2.56237, -1.11835, 1.58474], [1.69123, -0.82070, 0.07390], [-1.01236, -1.19842, 1.08208], [-2.22123, -0.46153, 2.13458], [-0.51775, 0.04948, 2.22350], [-5.12951, 1.52791, 0.75944], [-7.05055, 0.00189, 0.95469]], "forces_ev_per_a": [[0.001, -0.026, 0.076], [0.032, 0.036, -0.039], [-0.059, 0.042, 0.055], [0.042, 0.207, 0.002], [-0.421, -0.383, 0.059], [0.242, 0.137, 0.041], [0.106, 0.443, -0.428], [-0.018, -0.009, 0.103], [-0.153, -0.124, 0.059], [-0.500, -0.243, -0.092], [0.049, -0.238, 0.216], [-0.081, 0.217, 0.016], [-0.283, 0.065, -0.070], [0.226, 0.036, 0.432], [0.209, 0.292, -0.197], [0.042, 0.171, 0.247], [0.121, -0.255, -0.034], [0.110, 0.098, -0.200], [0.340, 0.297, 0.013], [0.158, 0.435, -0.071], [-0.809, 0.047, 0.199], [0.017, -0.241, 0.265], [0.029, 0.306, -0.397], [0.235, 0.061, 0.316], [0.249, -0.593, -0.141], [0.654, 0.169, 0.287], [0.007, -0.035, 0.087], [0.199, 0.001, -0.009], [0.026, -0.062, -0.055], [-0.085, -0.024, -0.016], [-0.067, -0.068, 0.034], [-0.054, -0.065, -0.031], [0.004, -0.109, -0.040], [0.112, -0.010, -0.045], [-0.064, 0.013, -0.093], [-0.002, 0.022, -0.048], [-0.102, 0.014, -0.048], [0.007, 0.187, -0.169], [-0.050, -0.076, 0.073], [0.059, -0.140, -0.194], [0.021, -0.060, -0.012], [-0.064, -0.001, -0.044], [-0.128, -0.063, -0.045], [-0.144, -0.147, -0.197], [0.073, 0.079, -0.090], [-0.020, -0.015, -0.044], [-0.103, -0.173, -0.003], [0.071, -0.017, 0.132], [-0.009, -0.060, 0.087], [-0.083, -0.083, -0.091], [-0.001, -0.096, 0.029], [-0.022, -0.064, 0.044], [-0.037, -0.045, 0.018], [0.018, 0.110, 0.025], [-0.102, 0.041, 0.031]], "lowdin_charge": [-0.05, -0.28, -0.03, 0.00, -0.22, 0.03, -0.26, -0.02, 0.03, -0.09, -0.42, 0.11, -0.02, -0.06, -0.45, 0.07, -0.06, -0.01, -0.30, -0.18, -0.20, 0.67, -0.32, -0.32, -0.14, -0.18, 0.01, 0.00, -0.03, 0.08, 0.09, 0.08, 0.11, 0.12, 0.08, 0.08, 0.08, 0.11, 0.14, 0.14, 0.09, 0.10, 0.10, 0.15, 0.11, 0.13, 0.11, 0.11, 0.11, 0.09, 0.09, 0.09, 0.08, 0.12, 0.11], "energy_ev": -46252.575}

---

Entry 2:
{"formula": "C21H36ClNO9P", "method": "ωB97M-V with the def2-TZVPD basis set", "symbols": ["O", "C", "C", "P", "O", "C", "C", "O", "Cl", "C", "C", "C", "C", "C", "N", "H", "H", "H", "H", "H", "H", "H", "H", "H", "H", "H", "H", "O", "C", "O", "C", "C", "C", "H", "H", "H", "H", "H", "H", "H", "H", "O", "C", "O", "C", "C", "C", "H", "H", "H", "H", "H", "H", "H", "H", "O", "C", "O", "C", "C", "C", "H", "H", "H", "H", "H", "H", "H", "H"], "coordinates": [[-5.38002, -0.47343, 1.52442], [-6.00134, 0.54090, 1.27879], [-6.69344, 0.67114, -0.12716], [-7.20073, 2.49039, -0.47407], [-7.77258, 4.14252, -0.76394], [-5.37995, 3.03917, -0.87788], [-4.79036, 2.43914, -2.16624], [-5.11242, 2.68733, -3.26737], [-3.45288, 1.17453, -1.96204], [-9.03659, 1.97338, -0.10915], [-9.95172, 2.09229, -1.19255], [-11.31489, 1.69003, -1.02413], [-11.58410, 1.18547, 0.30113], [-10.55517, 1.17579, 1.26410], [-9.25556, 1.54527, 1.16312], [-6.02179, 1.35440, 2.04654], [-5.96487, 0.24946, -0.85952], [-7.58260, -0.00271, -0.16856], [-7.03340, 2.86832, 0.91794], [-7.45843, 2.23773, -1.88250], [-7.31566, 4.75596, -0.17016], [-4.73353, 2.76826, -0.00479], [-5.29665, 4.14760, -0.98059], [-9.60966, 2.49362, -2.16034], [-12.08276, 1.71718, -1.81322], [-12.59000, 0.81187, 0.56234], [-10.84512, 0.80337, 2.27612], [1.10036, -3.16120, -0.71191], [0.50233, -2.44799, 0.05457], [-0.58977, -2.91079, 0.68167], [-1.25079, -2.22183, 1.75397], [-2.25899, -1.22117, 1.23039], [0.90474, -1.00880, 0.25087], [-0.52539, -1.76777, 2.43259], [-1.77092, -2.98964, 2.32797], [-1.77951, -0.43877, 0.63931], [-2.79539, -0.74991, 2.05412], [-2.98166, -1.71213, 0.57851], [0.43902, -0.39719, -0.52193], [1.98834, -0.93822, 0.15941], [0.65650, -0.61457, 1.23325], [4.68349, 1.03990, 1.17870], [5.25192, 0.80817, 0.14014], [5.52756, 1.80686, -0.71693], [6.36863, 1.65890, -1.86628], [5.58280, 1.15665, -3.05998], [5.57827, -0.60443, -0.26099], [7.23344, 1.03141, -1.64209], [6.75758, 2.65453, -2.08402], [5.16704, 0.16490, -2.87756], [6.21900, 1.10685, -3.94517], [4.74214, 1.82086, -3.26736], [4.71132, -1.04741, -0.75297], [5.80576, -1.17263, 0.64062], [6.44938, -0.69011, -0.90237], [8.22449, -2.05035, -1.00604], [8.79922, -2.37178, 0.00050], [9.70920, -1.54189, 0.54218], [10.29793, -1.73253, 1.83323], [11.50955, -2.63868, 1.75533], [8.58704, -3.73094, 0.61622], [9.55806, -2.08530, 2.55368], [10.60892, -0.74338, 2.17039], [11.24125, -3.63842, 1.41054], [11.98653, -2.72696, 2.73270], [12.23521, -2.24101, 1.04407], [9.24634, -4.45033, 0.13040], [7.55188, -4.02560, 0.44769], [8.74334, -3.75627, 1.69229]], "forces_ev_per_a": [[0.059, 0.296, 0.538], [-0.230, -1.114, -1.530], [0.744, 0.234, 0.901], [-1.702, -0.077, -0.528], [0.148, 0.289, -0.055], [2.188, -0.260, -0.019], [-0.752, 0.821, 1.520], [-0.102, 0.062, -0.584], [-0.032, -0.004, 0.259], [1.579, 0.960, -0.411], [-1.741, -0.653, 0.565], [1.876, -0.356, 1.892], [0.349, 0.563, -1.206], [-0.814, -0.668, 1.521], [-2.493, 0.123, -2.518], [-0.289, -0.153, -0.585], [-0.360, 0.361, 0.508], [0.638, 0.531, 0.266], [0.243, -0.173, -0.074], [0.241, -0.020, 0.176], [-0.228, -0.294, -0.125], [-0.410, 0.024, -0.691], [-0.317, -0.851, -0.180], [0.012, -0.206, 0.712], [0.505, 0.066, 0.453], [0.720, 0.261, -0.017], [0.188, 0.227, -0.750], [-0.183, -0.090, 0.211], [0.023, 0.279, -0.301], [0.158, -0.529, 0.106], [-0.288, 0.357, 0.002], [0.160, 0.077, -0.145], [0.382, 0.061, 0.461], [0.074, 0.010, -0.107], [0.131, -0.139, -0.170], [0.012, 0.025, 0.084], [-0.073, -0.059, -0.066], [-0.057, 0.010, 0.142], [-0.037, -0.019, 0.054], [-0.083, -0.041, -0.207], [-0.204, 0.095, -0.098], [0.234, 0.324, -0.388], [-0.398, -0.509, 0.271], [0.084, 0.523, 0.264], [-0.001, -0.160, -0.264], [-0.156, -0.120, 0.015], [0.507, -0.076, 0.042], [-0.096, -0.086, 0.033], [-0.125, 0.037, 0.206], [0.108, -0.015, -0.025], [-0.002, 0.008, 0.032], [0.089, 0.051, 0.000], [0.018, 0.014, 0.008], [-0.251, 0.043, 0.009], [-0.163, -0.019, -0.166], [0.326, 0.162, 0.139], [-0.002, -0.426, -0.176], [-0.124, 0.494, -0.072], [0.207, -0.182, 0.116], [0.009, -0.155, -0.123], [-0.410, 0.017, 0.430], [-0.018, -0.065, -0.084], [-0.128, 0.043, -0.195], [-0.026, 0.002, 0.100], [-0.018, 0.020, -0.021], [-0.023, 0.072, 0.077], [-0.001, 0.031, 0.024], [0.113, -0.001, -0.221], [0.209, -0.053, -0.036]], "lowdin_charge": [-0.03, -0.29, -0.27, 0.52, -0.37, -0.27, -0.81, 0.03, 0.50, -0.36, -0.09, -0.07, -0.11, -0.20, 0.06, 0.10, 0.06, 0.08, 0.02, 0.03, 0.01, 0.07, 0.08, 0.09, 0.09, 0.08, 0.09, 0.09, -0.53, 0.00, -0.23, -0.07, 0.02, 0.11, 0.12, 0.06, 0.08, 0.09, 0.10, 0.08, 0.07, 0.09, -0.53, 0.00, -0.23, -0.06, 0.01, 0.11, 0.12, 0.07, 0.08, 0.08, 0.10, 0.09, 0.04, 0.09, -0.52, 0.00, -0.23, -0.07, 0.02, 0.11, 0.12, 0.07, 0.08, 0.08, 0.10, 0.09, 0.07], "total_charge": -1, "energy_ev": -64088.933}